*w*
Formula: C5H13NOS
Source: the Open Molecules 2025 dataset
Level of theory: the ωB97M-V functional and the def2-TZVPD basis

Calculated values
HOMO   -0.298 Ha
Frontier orbital gap   8.80 eV

```
! wB97M-V def2-TZVPD RIJCOSX def2/J DEFGRID3
* xyz 0 1
C -2.600 0.221 2.262
S -2.849 -0.614 0.832
C -1.248 -0.880 0.107
C -0.132 0.105 0.006
C 1.063 -0.454 -0.887
N 0.695 -0.486 -2.203
C 2.298 0.154 -0.436
O 2.097 1.581 -0.571
H -2.182 1.259 2.166
H -1.848 -0.275 2.950
H -3.539 0.506 2.773
H -1.608 -1.160 -0.999
H -0.965 -1.970 0.359
H -0.513 1.091 -0.489
H 0.161 0.302 1.059
H 1.238 -1.491 -0.486
H 1.326 -0.208 -2.824
H -0.030 0.137 -2.239
H 2.435 0.173 0.654
H 3.263 -0.039 -1.088
H 2.939 2.046 -0.949
*
```

***

*x*
Formula: C5H13NOS
Source: the Open Molecules 2025 dataset
Level of theory: the ωB97M-V functional and the def2-TZVPD basis

Calculated values
HOMO   -0.327 Ha
Frontier orbital gap   9.70 eV

```
! wB97M-V def2-TZVPD RIJCOSX def2/J DEFGRID3
* xyz 0 1
C 0.829 -0.406 -2.414
C 0.405 -1.012 -1.067
N 0.907 -0.141 0.044
C 0.096 0.284 1.189
C -0.874 -0.727 1.842
O -1.619 -1.556 0.953
C -0.704 1.537 0.803
S 0.256 2.880 0.064
H 0.132 -0.313 -3.235
H 1.132 0.638 -2.233
H 1.768 -0.832 -2.786
H -0.652 -1.213 -1.109
H 1.032 -1.893 -0.967
H 1.634 -0.740 0.379
H 0.775 0.637 1.966
H -1.498 -0.096 2.491
H -0.423 -1.403 2.553
H -1.613 -1.029 0.176
H -1.562 1.376 0.153
H -1.275 1.847 1.668
H 1.252 2.164 -0.471
*
```

***

*y*
Formula: C5H13NOS
Source: the Open Molecules 2025 dataset
Level of theory: the ωB97M-V functional and the def2-TZVPD basis

Calculated values
HOMO   -0.329 Ha
Frontier orbital gap   8.91 eV

```
! wB97M-V def2-TZVPD RIJCOSX def2/J DEFGRID3
* xyz 0 1
C -0.242 -0.663 -1.089
N -1.350 0.395 0.152
C -2.598 0.745 -0.704
O -3.664 1.302 0.116
C 0.506 -1.845 -0.378
C 0.804 -1.491 1.060
C 1.459 -0.058 1.166
S 2.477 0.776 -0.124
H -1.103 -0.963 -1.815
H 0.598 -0.412 -1.771
H -0.430 0.426 -0.736
H -2.142 1.413 -1.422
H -3.105 -0.054 -1.191
H -3.126 1.283 0.929
H -0.143 -2.722 -0.227
H 1.403 -2.184 -0.922
H -0.185 -1.505 1.566
H 1.471 -2.201 1.584
H 0.635 0.637 1.147
H 1.922 0.002 2.162
H 3.759 0.558 0.341
*
```

***

*x* has the most favorable energy; the next structure is 0.0366 hartree above.

***

*w*
Formula: C2H5BrSi
Source: the Open Molecules 2025 dataset
Level of theory: the ωB97M-V functional and the def2-TZVPD basis

Calculated values
HOMO   -0.341 Ha
Frontier orbital gap   8.31 eV

```
! wB97M-V def2-TZVPD RIJCOSX def2/J DEFGRID3
* xyz 0 1
C 0.410 0.439 0.022
C 1.190 -0.477 -0.315
Si -1.514 0.107 -0.006
Br 3.682 -0.174 0.264
H 0.452 1.089 0.869
H 1.334 -1.312 -0.908
H -1.558 -0.805 1.100
H -1.991 -0.401 -1.378
H -2.006 1.533 0.351
*
```

***

*x*
Formula: C2H5BrSi
Source: the Open Molecules 2025 dataset
Level of theory: the ωB97M-V functional and the def2-TZVPD basis

Calculated values
HOMO   -0.326 Ha
Frontier orbital gap   9.09 eV

```
! wB97M-V def2-TZVPD RIJCOSX def2/J DEFGRID3
* xyz 0 1
C 0.692 -1.591 0.356
C 1.134 -0.132 0.173
Si -0.184 1.191 -0.042
Br 2.959 0.024 -0.047
H 1.355 -2.326 0.314
H -0.390 -1.851 0.433
H 0.574 2.362 -0.218
H -0.737 0.924 -1.338
H -1.310 0.969 0.885
*
```

***

*y*
Formula: C2H5BrSi
Source: the Open Molecules 2025 dataset
Level of theory: the ωB97M-V functional and the def2-TZVPD basis

Calculated values
HOMO (alpha / beta)   -0.353 / -0.316 Ha
Frontier orbital gap (alpha / beta)   8.07 / 7.77 eV

```
! wB97M-V def2-TZVPD RIJCOSX def2/J DEFGRID3
* xyz 0 1
C -0.146 -0.906 -0.570
C 0.035 -0.212 0.831
Si -1.349 0.477 -0.151
Br -3.427 -0.081 0.324
H 0.557 -1.139 -1.283
H -0.725 -1.845 -0.573
H 0.155 -0.897 1.568
H 1.004 0.463 0.802
H -1.943 3.093 -0.934
*
```

***

*x* has the most favorable energy; the next structure is 0.0292 hartree above.